The following is a DFT calculation (ωB97M-V/def2-TZVPD) of 7 unconnected molecules or ions with the total composition C28H49N7 in a non-equilibrium geometry.

Positions of all 84 atoms, in Å:
C -0.903 0.512 0.398
C -0.167 -0.148 -0.761
C 0.733 0.845 -1.519
C 1.712 1.437 -0.618
N 2.455 1.864 0.147
H -1.542 -0.166 0.958
H -1.478 1.358 0.015
H -0.173 0.939 1.092
H -0.876 -0.627 -1.440
H 0.486 -0.951 -0.403
H 0.161 1.614 -2.037
H 1.295 0.292 -2.277
C 2.733 0.888 -4.873
C 3.156 -0.154 -5.906
C 4.428 0.221 -6.686
C 4.180 1.036 -7.865
N 3.972 1.672 -8.799
H 1.672 0.778 -4.648
H 2.913 1.892 -5.255
H 3.278 0.716 -3.945
H 2.358 -0.443 -6.594
H 3.381 -1.118 -5.434
H 5.025 -0.657 -6.926
H 5.080 0.806 -6.023
C -5.885 -0.798 2.304
C -5.461 0.324 1.381
C -4.695 -0.144 0.156
C -5.430 -1.083 -0.702
N -5.997 -1.807 -1.382
H -5.028 -1.356 2.692
H -6.518 -1.545 1.820
H -6.432 -0.398 3.159
H -4.756 0.973 1.910
H -6.300 0.937 1.054
H -3.758 -0.646 0.410
H -4.413 0.699 -0.480
C 1.871 -6.426 -0.568
C 1.739 -4.934 -0.263
C 0.481 -4.284 -0.870
C 0.340 -4.502 -2.298
N 0.231 -4.670 -3.425
H 2.031 -6.588 -1.630
H 0.975 -6.968 -0.250
H 2.683 -6.837 0.032
H 2.626 -4.445 -0.672
H 1.694 -4.750 0.811
H 0.527 -3.207 -0.694
H -0.408 -4.637 -0.344
C 2.633 1.257 3.477
C 2.245 2.728 3.399
C 0.805 2.980 2.984
C 0.372 4.359 3.161
N 0.010 5.444 3.289
H 3.663 1.075 3.166
H 2.001 0.665 2.807
H 2.575 0.808 4.471
H 2.885 3.160 2.629
H 2.476 3.216 4.345
H 0.126 2.336 3.555
H 0.676 2.693 1.939
C -6.801 4.249 1.601
C -5.759 5.366 1.513
C -4.360 4.923 1.963
C -3.704 4.024 1.019
N -3.168 3.316 0.296
H -6.356 3.277 1.376
H -7.563 4.380 0.832
H -7.269 4.217 2.582
H -6.081 6.211 2.126
H -5.740 5.783 0.503
H -4.466 4.390 2.914
H -3.695 5.759 2.178
C 3.330 -1.828 0.888
C 3.950 -2.207 2.223
C 4.671 -3.562 2.205
C 5.586 -3.717 1.078
N 6.289 -3.834 0.175
H 3.947 -2.141 0.048
H 3.113 -0.762 0.830
H 2.362 -2.332 0.775
H 3.246 -2.220 3.052
H 4.716 -1.455 2.434
H 4.004 -4.422 2.300
H 5.284 -3.653 3.113

Results
SMILES: CCCC#N.CCCC#N.CCCC#N.CCCC#N.CCCC#N.CCCC#N.CCCC#N
E_HOMO: -11.5 eV
Relative energy (zero: lowest compared OMol25 entry of this formula, charge and spin): 16.0 kcal per mole
Calculated total energy: -1479.52141 Eh
Frontier orbital gap: 11.6 eV

These are the Löwdin partial charges, in e, on atoms 1 to 5: number 1, C, carries -0.10; number 2, C, carries -0.24; number 3, C, carries -0.17; number 4, C, carries -0.21; number 5, N, carries 0.19

***

The following is a DFT calculation (ωB97M-V/def2-TZVPD) of a gas-phase ion, C2H9N3O (charge +2) in a non-equilibrium geometry.

Positions of all 15 atoms, in Å:
N -0.949 -1.571 0.204
C -0.491 -0.328 0.141
N -1.601 0.654 -0.080
C 0.815 -0.003 0.027
N 1.539 1.274 -0.129
O 1.897 -1.143 0.054
H -0.280 -2.350 0.153
H -1.826 -1.950 -0.030
H -1.733 1.272 -0.867
H -1.981 1.206 0.773
H -2.487 0.063 -0.248
H 1.303 1.792 -0.981
H 1.658 2.040 0.481
H 2.481 0.794 -0.159
H 1.654 -1.750 0.661

Results
SMILES: N/C([NH3+])=C(/[NH3+])O
E_HOMO: -18.2 eV
Relative energy (zero: lowest compared OMol25 entry of this formula, charge and spin): 58.7 kcal per mole
Calculated total energy: -320.34447 Eh
Frontier orbital gap: 10.0 eV
Net charge: +2

These are the Löwdin partial charges, in e, on atoms 1 to 5: number 1, N, carries 0.19; number 2, C, carries -0.26; number 3, N, carries 0.27; number 4, C, carries -0.10; number 5, N, carries 0.28

***

The following is a DFT calculation (ωB97M-V/def2-TZVPD) of 2 unconnected molecules or ions with the total composition C2H8NO2 in a non-equilibrium geometry.

Positions of all 13 atoms, in Å:
C -1.055 -0.492 0.099
O -1.093 0.754 -0.501
C 0.392 -1.165 0.087
N 1.287 -0.617 -0.939
H -1.479 -0.405 1.125
H -1.697 -1.171 -0.498
H 0.901 -1.169 1.044
H 0.143 -2.178 -0.235
H 0.828 -0.444 -1.811
H 1.510 0.308 -0.605
H 0.068 2.599 1.490
H -0.246 1.644 0.104
O 0.441 2.337 0.639

Results
E_HOMO: -3.4 eV
Relative energy (zero: lowest compared OMol25 entry of this formula, charge and spin): 8.2 kcal per mole
Calculated total energy: -286.23412 Eh
Frontier orbital gap: 8.0 eV
Net charge: -1

These are the Löwdin partial charges, in e, on atoms 1 to 5: number 1, C, carries -0.41; number 2, O, carries -0.34; number 3, C, carries -0.28; number 4, N, carries -0.03; number 5, H, carries 0.08

***

The following is a DFT calculation (ωB97M-V/def2-TZVPD) of 4 unconnected molecules or ions with the total composition C3H14NO4 in a non-equilibrium geometry.

Positions of all 22 atoms, in Å:
C -1.287 0.985 3.039
N -0.448 1.299 1.741
C -1.307 1.602 0.555
C -0.627 1.133 -0.810
O -0.867 -0.248 -0.872
H -2.273 1.197 2.878
H -0.726 1.582 3.759
H -1.131 -0.068 3.361
H 0.133 0.487 1.690
H -1.415 2.675 0.707
H -2.276 0.947 0.616
H 0.445 1.332 -0.490
H -1.039 1.505 -1.648
H 0.109 -0.915 -1.029
H 1.533 -0.086 -0.576
O 1.458 -1.037 -0.825
H 1.158 -3.736 -1.770
H 1.313 -2.814 -0.554
O 1.387 -3.702 -0.844
H 2.174 -0.864 -2.213
H 1.518 -0.966 -3.527
O 2.166 -0.307 -3.188

Results
E_HOMO (spin up / spin down): -9.7 / -9.5 eV
Relative energy (zero: lowest compared OMol25 entry of this formula, charge and spin): 80.2 kcal per mole
Spin multiplicity: 2
Calculated total energy: -478.19290 Eh
Frontier orbital gap (spin up / spin down): 10.2 / 5.1 eV

These are the Löwdin partial charges, in e, on atoms 1 to 5: number 1, C, carries -0.06; number 2, N, carries -0.12; number 3, C, carries -0.19; number 4, C, carries -0.20; number 5, O, carries -0.03

***

The following is a DFT calculation (ωB97M-V/def2-TZVPD) of 13 unconnected molecules or ions with the total composition C17H56FN27O16 in a non-equilibrium geometry.

Positions of all 117 atoms, in Å:
C -0.977 -8.039 2.276
N -1.623 -8.990 1.289
C -1.052 -8.853 -0.108
N -0.501 -7.464 -0.400
C 0.434 -7.451 -1.589
O 1.496 -8.302 -1.549
O 0.304 -6.634 -2.805
C -0.200 -5.281 -2.524
O -1.284 -4.889 -3.248
N 0.328 -4.318 -1.484
C 1.372 -3.369 -2.038
O 1.137 -2.755 -3.214
F 2.642 -3.057 -1.330
H -1.255 -6.898 2.098
H -1.429 -8.303 3.347
H 0.192 -8.183 2.379
H -2.667 -8.939 1.307
H -1.953 -9.005 -0.876
H -0.296 -9.726 -0.296
H -1.348 -6.868 -0.539
H -0.514 -3.722 -1.220
C 0.957 0.533 -0.454
O -0.037 -0.045 -0.043
N 1.625 0.139 -1.553
N 1.474 1.615 0.156
H 2.445 0.601 -1.907
H 1.269 -0.672 -2.043
H 1.001 1.944 0.988
H 2.291 2.103 -0.167
C -2.787 -11.872 -0.288
O -1.699 -11.327 -0.181
N -3.682 -11.910 0.715
N -3.186 -12.484 -1.417
H -4.583 -12.354 0.647
H -3.421 -11.461 1.583
H -2.542 -12.479 -2.197
H -4.078 -12.938 -1.524
C -1.590 3.200 2.145
O -0.435 3.092 1.762
N -1.914 3.364 3.440
N -2.640 3.166 1.305
H -2.859 3.455 3.774
H -1.153 3.396 4.105
H -2.440 3.044 0.321
H -3.598 3.253 1.601
C -2.481 -1.335 -5.468
O -3.547 -0.811 -5.186
N -2.099 -2.523 -4.964
N -1.594 -0.773 -6.308
H -1.226 -2.971 -5.184
H -2.739 -2.980 -4.327
H -1.842 0.122 -6.709
H -0.711 -1.189 -6.552
C -4.443 -5.960 -1.216
O -3.486 -5.950 -0.458
N -4.455 -6.665 -2.362
N -5.570 -5.267 -0.974
H -5.234 -6.686 -2.999
H -3.626 -7.201 -2.582
H -5.602 -4.722 -0.122
H -6.368 -5.263 -1.587
C 4.171 2.267 -3.894
O 4.005 1.437 -3.013
N 5.013 2.075 -4.925
N 3.527 3.448 -3.911
H 5.163 2.746 -5.659
H 5.518 1.198 -4.950
H 2.884 3.632 -3.152
H 3.650 4.143 -4.627
C 4.128 -0.204 2.655
O 3.152 0.169 3.286
N 5.255 -0.636 3.247
N 4.163 -0.216 1.310
H 6.069 -0.947 2.744
H 5.271 -0.643 4.258
H 3.334 0.102 0.825
H 4.957 -0.520 0.772
C -7.077 -1.987 -1.066
O -7.243 -2.816 -0.186
N -6.235 -2.179 -2.098
N -7.722 -0.806 -1.084
H -6.085 -1.508 -2.832
H -5.730 -3.055 -2.123
H -8.365 -0.621 -0.325
H -7.598 -0.110 -1.800
C -0.612 6.348 -0.571
O -1.059 5.815 -1.575
N -0.112 7.596 -0.573
N -0.581 5.735 0.626
H 0.260 8.053 0.243
H -0.116 8.094 -1.454
H -0.948 4.793 0.670
H -0.218 6.157 1.463
C 4.995 4.227 3.581
O 4.460 4.924 4.429
N 6.017 4.661 2.822
N 4.609 2.964 3.329
H 6.470 4.102 2.119
H 6.339 5.607 2.979
H 3.842 2.598 3.879
H 5.037 2.374 2.635
C 2.804 8.737 4.244
O 1.738 9.261 4.526
N 3.186 7.549 4.748
N 3.692 9.299 3.405
H 4.060 7.101 4.528
H 2.547 7.092 5.385
H 3.443 10.194 3.003
H 4.575 8.882 3.160
C 1.707 13.365 2.787
O 1.261 12.831 1.784
N 2.208 14.613 2.786
N 1.738 12.751 3.984
H 2.579 15.069 3.602
H 2.203 15.110 1.905
H 1.371 11.810 4.029
H 2.102 13.174 4.822

Results
E_HOMO: -8.3 eV
Relative energy (zero: lowest compared OMol25 entry of this formula, charge and spin): 107.2 kcal per mole
Calculated total energy: -3463.78464 Eh
Frontier orbital gap: 7.5 eV

These are the Löwdin partial charges, in e, on atoms 1 to 5: number 1, C, carries -0.17; number 2, N, carries -0.13; number 3, C, carries -0.24; number 4, N, carries 0.05; number 5, C, carries -0.26

***

The following is a DFT calculation (ωB97M-V/def2-TZVPD) of 2 unconnected molecules or ions with the total composition C2H4N6 in a non-equilibrium geometry.

Positions of all 12 atoms, in Å:
C 0.897 -1.134 1.574
C -0.641 -0.257 0.034
H -0.420 2.452 -0.921
H -1.088 0.752 -1.927
H 1.330 -1.809 2.261
H -2.217 -1.098 -0.598
N 0.209 1.486 -1.463
N 0.418 0.623 -0.386
N 1.557 0.652 0.222
N 1.775 -0.130 1.102
N -0.318 -1.054 0.992
N -1.501 -0.482 -0.889

Results
E_HOMO: -9.0 eV
Relative energy (zero: lowest compared OMol25 entry of this formula, charge and spin): 131.1 kcal per mole
Calculated total energy: -406.90791 Eh
Frontier orbital gap: 8.1 eV

These are the Löwdin partial charges, in e, on atoms 1 to 5: number 1, C, carries -0.02; number 2, C, carries -0.48; number 3, H, carries 0.16; number 4, H, carries 0.25; number 5, H, carries 0.10

***

The highest calculated total energy belongs to which entry? C2H8NO2

***

Which of these has the lowest calculated total energy? C17H56FN27O16

***

Number 2 is which compound? C2H9N3O